(1)
Entry from the OMol25 dataset: 8 unconnected molecules or ions with the total composition C36H90Br3N5O4 in a non-equilibrium geometry (the ωB97M-V functional and the def2-TZVPD basis).

Results
electronic energy	-264545.342	eV
HOMO-LUMO gap	8.10	eV
total charge	+2
HOMO	-11.7	eV

Last column: Mulliken charge in e.
Cartesian coordinates (Å):
C1 16.49368 21.68728 22.41612  -1.346
C2 16.73524 20.17590 22.66945  -0.123
C3 15.47769 19.39286 22.58224  -0.875
N1 15.58559 17.92032 22.91100  0.460
C4 16.58962 17.21613 22.04538  -0.494
C5 14.27288 17.25600 22.68810  -0.707
C6 14.39269 15.97988 23.48664  0.634
C7 15.30091 16.29175 24.67489  -0.718
C8 15.84460 17.75565 24.41136  -0.615
H1 15.96863 21.83492 21.47007  0.350
H2 17.48182 22.18077 22.32020  0.364
H3 15.92967 22.10460 23.25323  0.362
H4 17.14650 19.98552 23.68653  0.284
H5 17.43176 19.90990 21.85972  0.223
H6 15.08686 19.40357 21.54936  0.472
H7 14.76237 19.77039 23.29705  0.397
H8 17.59425 17.49959 22.36718  0.496
H9 16.40833 17.58889 21.00341  0.370
H10 16.43679 16.12425 22.00113  -0.606
H11 14.16436 16.96690 21.63283  0.311
H12 13.48145 17.94493 23.04471  0.304
H13 14.87327 15.24196 22.81884  -0.971
H14 13.42034 15.57655 23.83922  0.735
H15 16.16125 15.58033 24.81848  0.367
H16 14.75851 16.34963 25.63972  0.333
H17 16.89334 17.86090 24.68002  0.383
H18 15.17297 18.47801 24.89024  0.396
C9 10.66678 18.61398 15.89937  -1.240
C10 10.20442 17.45943 16.81554  0.232
C11 9.08767 16.47472 16.28773  -0.798
O1 8.86018 15.58168 17.35038  -0.273
C12 8.06707 14.48335 16.93624  -0.748
N2 11.38423 16.72113 17.25072  0.349
H19 11.06672 15.79653 17.62216  0.388
H20 12.10965 16.59146 16.52530  -0.529
H21 11.84708 17.19132 18.04495  0.258
H22 11.21074 19.34178 16.50488  0.372
H23 9.77645 19.06438 15.45031  0.397
H24 11.28936 18.25268 15.05854  0.251
H25 9.74757 17.89590 17.72046  0.260
H26 9.54550 15.96629 15.43802  0.390
H27 8.17079 17.00769 15.94844  0.398
H28 8.13748 13.77191 17.76172  0.237
H29 8.43295 14.10288 15.95621  0.320
H30 7.01884 14.76008 16.84173  0.307
C13 16.69200 16.50865 9.03446  -1.279
C14 17.03808 16.86054 10.49138  -0.243
N3 15.94976 16.40195 11.52484  0.089
C15 14.86483 17.45095 11.54881  -1.053
C16 15.20462 15.10548 11.24952  -0.403
C17 16.04378 13.86870 11.53940  -1.143
C18 16.56826 16.31001 12.94382  0.050
C19 17.01866 17.56139 13.67716  -0.363
O2 18.35376 18.01931 13.28342  -0.411
C20 18.66508 19.10270 14.16790  -0.714
H31 16.58852 15.42364 8.90849  0.317
H32 17.51722 16.85990 8.39763  0.409
H33 15.71552 16.92564 8.75513  0.335
H34 17.04362 17.93369 10.67510  0.343
H35 17.93707 16.34710 10.82136  0.375
H36 14.16312 17.42509 10.68015  0.340
H37 15.27550 18.46870 11.58516  0.440
H38 14.21577 17.21659 12.37078  0.414
H39 14.69877 15.10449 10.27714  0.533
H40 14.42593 15.15848 12.04108  0.479
H41 16.11442 13.60561 12.57202  0.143
H42 16.99127 13.95425 11.02724  0.343
H43 15.52956 13.01529 11.11583  0.440
H44 17.44977 15.70319 12.84938  0.466
H45 15.79789 15.79859 13.56920  -0.429
H46 16.96966 17.28865 14.71110  0.159
H47 16.26815 18.37657 13.65024  0.447
H48 18.59002 18.88865 15.24092  0.219
H49 18.11124 20.03912 13.92573  0.305
H50 19.71319 19.37723 14.05877  0.316
C21 20.82484 16.11623 20.22333  -1.211
C22 21.09561 16.26552 18.78046  -0.654
N4 20.07326 15.46639 17.89177  0.323
C23 20.43729 15.54020 16.43802  -1.097
C24 20.10263 13.94425 18.30242  -0.015
C25 21.49080 13.41361 18.27848  -1.329
C26 18.68752 16.05426 18.27109  -0.164
C27 17.60131 15.60518 17.27943  -0.348
O3 17.48493 14.17050 17.16139  0.222
C28 17.23430 13.66550 15.87601  -0.999
H51 20.97895 15.09017 20.58495  0.273
H52 19.87755 16.40150 20.59390  0.188
H53 21.53252 16.71705 20.70302  0.604
H54 22.03322 15.90600 18.42779  0.616
H55 20.98801 17.27534 18.40285  0.534
H56 21.47522 15.32679 16.23907  0.438
H57 20.20340 16.56754 16.09292  0.446
H58 19.80700 14.89764 15.83439  0.310
H59 19.43127 13.42070 17.61300  0.158
H60 19.60203 13.97634 19.28499  0.182
H61 21.46499 12.35587 18.61249  0.423
H62 22.18620 13.92026 18.96506  0.292
H63 21.95480 13.25940 17.30126  0.362
H64 18.71739 17.16268 18.26556  0.411
H65 18.39171 15.66718 19.25215  -0.177
H66 17.87556 15.96489 16.29661  -0.496
H67 16.61875 16.01127 17.42640  0.763
H68 16.19958 13.79949 15.52294  0.171
H69 17.42968 12.59274 15.79821  0.435
H70 17.80520 14.10334 15.06921  0.261
C29 13.44599 12.48692 17.64000  -1.273
C30 13.26068 12.08797 19.10219  -0.365
N5 14.37017 12.43850 20.01538  0.889
C31 14.87896 13.84066 19.76620  0.214
C32 13.73068 12.40236 21.40654  -0.635
C33 14.75428 12.38316 22.56914  -1.152
C34 15.60036 11.57999 19.81693  -0.115
C35 15.28502 10.07814 19.74357  -1.133
O4 14.38944 9.82022 20.73817  -0.136
C36 14.14326 8.42822 21.02907  -0.891
H71 13.42054 13.58045 17.51492  0.201
H72 12.55818 12.06785 17.10569  0.494
H73 14.27366 11.99657 17.11978  0.212
H74 13.06429 11.01467 19.11913  0.350
H75 12.40092 12.63348 19.52728  0.481
H76 15.48847 14.18356 20.59286  -0.772
H77 14.01858 14.52377 19.68698  -0.151
H78 15.47862 13.87039 18.86504  0.130
H79 13.10737 11.48240 21.39865  0.483
H80 13.07768 13.25526 21.41171  0.796
H81 15.21645 11.38861 22.58411  0.294
H82 14.23129 12.46884 23.52728  0.447
H83 15.41452 13.23774 22.46943  -0.058
H84 16.23328 11.89525 20.64404  0.563
H85 16.07530 11.96132 18.93271  -0.143
H86 16.32752 9.66782 19.83452  0.518
H87 14.89534 9.82450 18.76139  0.433
H88 15.03387 7.80511 20.81980  0.349
H89 13.31578 8.07663 20.40346  0.283
H90 13.86958 8.35459 22.09714  0.238
Br1 17.76414 14.00728 21.62796  -0.494
Br2 12.15680 16.07144 20.13189  -0.684
Br3 14.00125 16.28850 15.22233  -0.574



(2)
Entry from the OMol25 dataset: a single C3H5ClN2O molecule in a non-equilibrium geometry (the ωB97M-V functional and the def2-TZVPD basis).

Results
electronic energy	-20742.263	eV
energy relative to the best compared isomer or geometry (same formula, charge and spin)	34.3	kJ/mol
HOMO-LUMO gap	9.84	eV
HOMO	-9.1	eV

Last column: Mulliken charge in e.
Cartesian coordinates (Å):
N1 -0.04588 -1.45764 0.93494  -0.444
C1 0.47084 -1.29580 -0.31152  0.495
O1 0.69474 -2.22008 -1.06133  -0.635
N2 0.76967 -0.02451 -0.67432  -0.190
C2 0.21569 1.21270 -0.29610  -0.375
C3 -1.07555 1.38937 0.04118  -0.210
Cl1 -1.59497 2.97961 0.34343  -0.177
H1 0.17892 -0.76497 1.63731  0.242
H2 0.06345 -2.43758 1.23075  0.268
H3 1.18450 -0.01013 -1.59994  0.247
H4 0.94726 1.98613 -0.33581  0.351
H5 -1.80867 0.64292 0.09140  0.428